A cluster of 2 separate species, C4H7N3 in total at a distorted geometry. Source: OMol25; level of theory: the ωB97M-V functional and the def2-TZVPD basis.

The geometry in ORCA input format:
```
! wB97M-V def2-TZVPD RIJCOSX def2/J DEFGRID3
* xyz 0 1
C -1.26189 0.25041 0.04397
C 0.73582 1.08894 -1.22490
C 0.86287 0.50213 1.22894
C 0.08130 0.37969 -0.05330
N -2.27961 -0.26657 0.32248
N -1.44830 -2.23458 -0.06734
N -0.39683 -2.15416 -0.52282
H 1.25203 0.33807 -1.81339
H 0.02592 1.43917 -1.92602
H 1.44653 1.67217 -0.76036
H 1.72625 1.23287 1.13075
H 1.23354 -0.47431 1.42840
H 0.23702 1.08210 1.97416
H -2.21464 -2.85593 0.23944
*
```

Computed properties:
Kohn-Sham gap (alpha / beta) (eV): 8.01 / 7.58
HOMO energy (alpha / beta) (eV): -7.59 / -7.46
Calculated total energy (Ha): -320.70917
LUMO (alpha / beta) (eV): 0.413 / 0.125

Mulliken population analysis, charges in e, atoms 1 to 4:
1 C 0.485
2 C -1.354
3 C -1.147
4 C 0.583

***

An isolated molecule of C4H7N3 at a distorted geometry. Source: OMol25; level of theory: the ωB97M-V functional and the def2-TZVPD basis.

The geometry in ORCA input format:
```
! wB97M-V def2-TZVPD RIJCOSX def2/J DEFGRID3
* xyz 0 1
C -1.83066 0.10673 -0.41099
C -0.92267 -0.36471 0.71941
N 0.37348 0.28857 0.75256
C 1.39606 -0.14316 -0.02431
N 1.34817 -1.09833 -0.85159
C 2.63202 1.55817 -0.48235
N 2.63787 0.62477 0.26667
H -1.37971 -0.11689 -1.38211
H -2.01283 1.18563 -0.34967
H -2.79743 -0.40425 -0.35152
H -0.72690 -1.43612 0.62598
H -1.39199 -0.19479 1.69444
H 0.43134 1.23425 1.09935
H 2.24325 -1.23987 -1.30587
*
```

Computed properties:
Kohn-Sham gap (eV): 10.00
HOMO energy (eV): -9.58
Calculated total energy (Ha): -320.81737
LUMO (eV): 0.420

Mulliken population analysis, charges in e, atoms 1 to 4:
1 C -1.023
2 C -0.427
3 N -0.244
4 C 0.576

***

A structure of composition C4H7N3O at a distorted geometry. Source: OMol25; level of theory: the ωB97M-V functional and the def2-TZVPD basis.

The geometry in ORCA input format:
```
! wB97M-V def2-TZVPD RIJCOSX def2/J DEFGRID3
* xyz 0 1
C 2.40932 -0.08646 0.07978
C 0.83813 -0.33508 -0.19815
C -0.84770 -1.80838 -0.25602
C -1.31182 -0.53803 -0.02018
H 2.97989 0.22559 -0.92102
H 3.04116 -1.12718 0.96939
H 2.03762 0.88762 0.71979
H -1.50022 -2.64691 -0.16738
H -2.84878 0.56590 0.98029
H -1.33938 2.06103 0.46217
H -0.61571 2.51132 -0.93253
N 0.50693 -1.63464 -0.15483
N -0.35845 0.38427 -0.45324
N -0.31180 1.82534 -0.10974
O -2.67918 -0.28440 0.00166
*
```

Computed properties:
Kohn-Sham gap (eV): 7.66
HOMO energy (eV): -8.01
Calculated total energy (Ha): -395.84704
LUMO (eV): -0.350

Mulliken population analysis, charges in e, atoms 1 to 4:
1 C -0.639
2 C 0.246
3 C -0.311
4 C 0.274

***

A structure of composition C4H7N3O at a distorted geometry. Source: OMol25; level of theory: the ωB97M-V functional and the def2-TZVPD basis.

The geometry in ORCA input format:
```
! wB97M-V def2-TZVPD RIJCOSX def2/J DEFGRID3
* xyz 0 1
C -1.87279 -0.74804 -0.46777
N -0.64923 0.26588 1.47790
C 0.52272 0.90837 0.69704
C 1.21508 -0.26759 0.17894
C -0.72558 -0.63749 0.46731
N 2.44123 -0.20499 -0.37571
O 0.25394 2.03882 -0.01833
N 0.47713 -1.35445 0.26358
H 0.35011 1.87492 -0.97761
H -1.43363 0.90775 1.55432
H 3.02437 0.58935 -0.16046
H 2.91808 -1.08192 -0.52998
H -1.70226 -1.52177 -1.21530
H -2.02870 0.22147 -0.96754
H -2.79047 -0.99030 0.07360
*
```

Computed properties:
Kohn-Sham gap (alpha / beta) (eV): 6.86 / 6.87
HOMO energy (alpha / beta) (eV): -6.20 / -6.20
Calculated total energy (Ha): -395.98635
LUMO (alpha / beta) (eV): 0.665 / 0.666

Mulliken population analysis, charges in e, atoms 1 to 4:
1 C -1.256
2 N -0.368
3 C -0.447
4 C 0.496